Entry 1:
C8H25ClFeIOP2 | ωB97M-V with the def2-TZVPD basis set

- Highest occupied orbital energy (spin up / spin down): -0.60372 / -0.61119 Ha
- Multiplicity: 6
- Net charge: +2

Geometry as XYZ:
```
39
C8H25ClFeIOP2 ωB97M-V with the def2-TZVPD basis set
C -1.22 -0.01 -4.47
I -1.42 -0.18 -2.28
H -0.19 0.10 -4.79
H -1.84 0.87 -4.67
H -1.70 -0.95 -4.78
Fe 0.62 -0.05 -0.82
P 0.24 2.05 -0.10
C -1.29 3.03 0.08
C 1.23 2.77 1.24
H 1.30 3.85 1.03
H 0.97 3.98 -1.29
H 2.22 2.31 1.23
H 2.00 2.54 -1.67
H -1.71 2.82 1.07
H 0.71 2.59 2.19
C 0.97 2.91 -1.54
H -1.01 4.09 0.00
H 0.36 2.74 -2.43
H -1.98 2.77 -0.74
P 0.26 -2.09 0.20
C -1.31 -2.98 0.55
C 0.97 -3.08 -1.19
H 2.23 -2.09 1.57
H 1.42 -3.71 1.47
H 0.77 -2.40 2.57
C 1.28 -2.63 1.62
H 1.99 -2.72 -1.39
H 0.99 -4.10 -0.78
H -1.06 -4.05 0.64
H -2.00 -2.83 -0.30
H 0.32 -3.04 -2.07
H -1.71 -2.60 1.50
Cl 2.83 -0.02 -0.85
C -1.24 -0.04 3.17
O 0.15 0.04 2.83
H -1.76 0.24 2.24
H -1.54 0.55 4.06
H -1.52 -1.08 3.33
H 0.66 0.42 3.59
```

Results of the Mulliken charge analysis, in e, for atoms 1 through 4:
1. C -0.8553
2. I 0.1605
3. H 0.3698
4. H 0.3410

---

Entry 2:
C8H25NO15OsP4 | ωB97M-V with the def2-TZVPD basis set

- Highest occupied orbital energy (spin up / spin down): -0.54096 / -0.53847 Ha
- Multiplicity: 1
- Net charge: +2

Geometry as XYZ:
```
54
C8H25NO15OsP4 ωB97M-V with the def2-TZVPD basis set
Os -0.35 -0.88 0.87
C 0.40 -3.69 -0.80
O -0.03 -3.22 0.47
C 0.72 -3.74 1.57
C -0.05 -3.37 2.84
O -0.10 -1.96 3.05
C 0.96 -1.43 3.83
H 0.42 -4.79 -0.80
H 1.39 -3.31 -1.06
H -0.34 -3.35 -1.52
H 1.73 -3.31 1.58
H 0.78 -4.83 1.49
H 0.39 -3.86 3.71
H -1.09 -3.69 2.73
H 1.89 -1.37 3.26
H 1.11 -2.04 4.72
H 0.64 -0.43 4.13
N 2.58 2.25 1.11
C 2.53 1.66 -0.26
C 3.33 2.46 -1.26
P 2.98 -0.15 -0.07
O 4.45 -0.05 0.53
O 2.86 -0.82 -1.39
O 2.03 -0.60 1.02
P 0.74 1.44 -0.63
O 0.52 0.11 -1.41
O 0.36 2.65 -1.56
O 0.06 1.47 0.69
H 3.37 1.84 1.64
H 1.67 1.97 1.55
H 2.66 3.27 1.09
H 4.36 2.59 -0.93
H 2.88 3.43 -1.45
H 3.36 1.92 -2.21
H 5.12 -0.55 0.06
H 1.39 -0.40 -1.63
C -4.12 1.80 -2.13
C -3.14 1.48 -1.02
O -3.26 2.27 0.09
P -3.28 -0.21 -0.27
O -2.73 -1.26 -1.32
O -4.81 -0.55 -0.13
O -2.52 -0.35 0.99
P -1.20 2.87 -2.01
O -1.11 2.72 -3.56
O -1.82 4.05 -1.45
O -1.79 1.47 -1.53
H -5.13 1.59 -1.78
H -3.91 1.20 -3.01
H -4.04 2.85 -2.38
H -3.11 3.21 -0.12
H -3.36 -1.59 -1.96
H -5.22 -0.29 0.70
H -1.16 3.54 -4.07
```

Results of the Mulliken charge analysis, in e, for atoms 1 through 4:
1. Os 2.2531
2. C -0.8634
3. O -0.4176
4. C -0.3735

---

Calculated values (kcal/mol) of energy relative to the best compared isomer or geometry (same formula, charge and spin) for the records, taken in order: 3.49, 33.43.